A 2-piece molecular cluster, C2H7OS overall at a distorted geometry, computed with ωB97M-V/def2-TZVPD.

Geometry (Å):
O1 2.940 -0.584 0.403
H1 2.470 -1.165 0.989
C1 -0.639 1.569 -0.911
S1 0.214 0.040 -0.838
C2 -1.134 -0.694 0.431
H2 -0.615 2.371 -0.211
H3 -1.372 1.584 -1.714
H4 2.238 -0.587 -0.310
H5 -0.902 -0.500 1.559
H6 -1.091 -1.889 0.313
H7 -2.109 -0.145 0.288

Its HOMO-LUMO gap is 0.1961 Ha. The value obtained for the HOMO energy is -1.40 eV. The value obtained for the molecular weight is 79.14 g/mol. Its largest force on an atom is 4.2 eV Å⁻¹. As for the total charge: -1. For the total energy, the calculation gives -15068.1338 eV.



C34H38IN4PSTl as an isolated structure, computed with ωB97M-V/def2-TZVPD.

Geometry (Å):
Tl1 -0.372 -1.279 -1.603
I1 1.857 -0.331 0.692
C1 3.137 0.744 -0.605
C2 4.322 0.097 -0.823
C3 5.404 0.757 -1.431
C4 5.293 2.080 -1.713
C5 4.076 2.773 -1.507
C6 4.030 4.160 -1.774
C7 2.872 4.860 -1.634
C8 1.694 4.168 -1.318
C9 1.673 2.821 -1.047
P1 -0.010 2.052 -0.987
C10 -0.753 2.896 0.449
C11 -2.138 3.046 0.546
C12 -2.719 3.513 1.714
C13 -1.928 3.813 2.814
C14 -0.552 3.653 2.734
C15 0.032 3.198 1.560
C16 -0.760 2.840 -2.462
C17 -1.549 3.986 -2.473
C18 -2.088 4.455 -3.663
C19 -1.844 3.789 -4.854
C20 -1.043 2.655 -4.858
C21 -0.512 2.183 -3.669
C22 2.909 2.093 -1.033
H1 4.451 -0.921 -0.481
H2 6.326 0.222 -1.611
H3 6.138 2.635 -2.102
H4 4.941 4.652 -2.089
H5 2.840 5.925 -1.815
H6 0.759 4.714 -1.331
H7 -2.771 2.783 -0.293
H8 -3.794 3.629 1.770
H9 -2.382 4.180 3.725
H10 0.072 3.895 3.586
H11 1.109 3.090 1.505
H12 -1.740 4.530 -1.556
H13 -2.702 5.347 -3.658
H14 -2.272 4.155 -5.778
H15 -0.842 2.134 -5.785
H16 0.118 1.299 -3.677
C23 0.469 -1.045 4.833
N1 -0.398 -0.550 3.777
C24 -0.813 -1.251 2.731
N2 -0.457 -2.490 2.494
S1 -1.804 -0.462 1.529
H17 1.071 -0.221 5.209
H18 1.151 -1.797 4.439
H19 -0.104 -1.476 5.655
H20 -0.787 0.377 3.872
H21 0.275 -2.986 2.979
H22 -0.761 -2.807 1.571
C25 -3.758 -2.893 1.343
C26 -3.270 -2.137 0.105
C27 -3.168 -3.121 -1.057
C28 -4.271 -1.036 -0.257
N3 -1.907 -1.567 0.303
H23 -4.769 -3.272 1.188
H24 -3.777 -2.241 2.218
H25 -3.106 -3.743 1.560
H26 -4.122 -3.623 -1.216
H27 -2.415 -3.881 -0.841
H28 -2.904 -2.614 -1.989
H29 -5.246 -1.454 -0.509
H30 -3.905 -0.466 -1.114
H31 -4.407 -0.347 0.579
N4 0.474 -4.225 -1.387
C29 1.144 -4.700 -0.240
C30 2.441 -4.278 0.044
C31 3.061 -4.674 1.217
C32 2.404 -5.503 2.120
C33 1.125 -5.952 1.821
C34 0.495 -5.553 0.649
H32 -0.348 -4.775 -1.597
H33 1.067 -4.193 -2.207
H34 2.958 -3.638 -0.660
H35 4.068 -4.338 1.427
H36 2.895 -5.816 3.031
H37 0.615 -6.627 2.498
H38 -0.498 -5.921 0.416

Its HOMO-LUMO gap is 0.2948 Ha. The value obtained for the HOMO energy is -10.20 eV. The value obtained for the molecular weight is 897.03 g/mol. Its largest force on an atom is 0.6 eV Å⁻¹. As for the total charge: +1. For the total energy, the calculation gives -74749.1246 eV.